{"formula": "C13H10ErN18O2", "method": "ωB97M-V/def2-TZVPD", "elements": ["Er", "N", "C", "N", "N", "N", "N", "C", "N", "N", "N", "N", "H", "N", "C", "H", "N", "N", "N", "C", "N", "N", "H", "H", "H", "O", "C", "O", "C", "C", "C", "C", "C", "C", "H", "H", "H", "H", "H", "N", "C", "N", "C", "N"], "positions_angstrom": [[-0.0965, 1.2578, -0.6375], [-1.1834, -2.2911, -1.3517], [-2.1301, -1.3932, -0.9180], [-3.4266, -1.6377, -0.9219], [-3.9779, -0.5187, -0.4091], [-3.0739, 0.3400, -0.1119], [-1.8501, -0.1842, -0.4182], [0.0741, -1.9033, -1.7618], [0.9624, -2.7209, -2.2851], [2.0373, -1.9346, -2.5203], [1.8068, -0.7278, -2.1600], [0.5353, -0.6527, -1.6660], [-1.5243, -3.1731, -1.6936], [2.5711, 2.2847, -1.6474], [1.4995, 2.5509, -1.9847], [3.2773, 1.7593, -0.9758], [-3.4010, 3.5589, -0.3814], [-2.9943, 2.8671, -1.4960], [-3.8138, 2.3980, -2.3847], [-2.9758, 1.7847, -3.2256], [-1.7065, 1.9226, -2.8611], [-1.7366, 2.6331, -1.7444], [-4.2802, 3.1350, -0.1029], [-2.6861, 3.3704, 0.3322], [-3.3032, 1.2431, -4.0942], [3.6756, 0.8409, 0.0448], [2.6478, 0.4177, 0.6060], [1.5658, 1.1048, 0.7025], [2.6468, -0.9594, 1.1912], [3.8318, -1.6858, 1.2222], [3.8375, -2.9811, 1.7122], [2.6563, -3.5602, 2.1577], [1.4711, -2.8395, 2.1243], [1.4685, -1.5380, 1.6489], [4.7328, -1.2256, 0.8412], [4.7594, -3.5479, 1.7348], [2.6600, -4.5782, 2.5266], [0.5490, -3.2899, 2.4671], [0.5467, -0.9703, 1.6369], [-0.9961, 2.5584, 1.0839], [-0.9502, 2.5192, 2.2646], [-0.8614, 2.6195, 3.5081], [-1.2571, 1.8666, 4.5033], [-1.5880, 1.2803, 5.4446]], "e_homo_ha": [-0.2189, -0.2189], "charge": -1, "gap_ev": [8.53, 8.54], "energy_ha": -2652.72071, "spin_multiplicity": 4, "e_above_lowest_kcal_mol": 0.0}